Computed, not measured: a cluster of 7 separate species, C62H69BCl2N2O33 in total, with ωB97M-V/def2-TZVPD.

Output
- LUMO: -0.07160 Eh
- SMILES string: COCCCCCCCCCCCC[C@](CCC(=O)O)(OCN=C=O)[C@](CON=O)(OCB(C)O)/C(Cl)=C(/C)Cl.O=C1C=C(O)C(=O)C=C1O.O=C1C=C(O)C(=O)C=C1O.O=C1C=C(O)C(=O)C=C1O.O=C1C=C(O)C(=O)C=C1O.O=C1C=C(O)C(=O)C=C1O.O=C1C=C(O)C(=O)C=C1O
- Kohn-Sham gap: 7.41 eV
- Net charge: 0

Bonds (Å) are listed after each position.
Element x y z (Å)
1 C 2.3406 0.6414 0.9184  O2 1.455, H41 1.164, H42 1.146, H43 1.165
2 O 3.3818 0.1411 0.0342  C1 1.455, C3 1.454
3 C 4.3353 1.1736 -0.3379  O2 1.454, C4 1.608, H44 1.164, H45 1.149
4 C 3.7241 2.3951 -1.1862  C3 1.608, C5 1.641, H46 1.162, H47 1.155
5 C 3.2590 1.9677 -2.7006  C4 1.641, C6 1.610, H48 1.156, H49 1.144
6 C 1.8573 1.1928 -2.5340  C5 1.610, C7 1.617, H50 1.162, H51 1.158
7 C 0.9737 1.0662 -3.8822  C6 1.617, C8 1.610, H52 1.163, H53 1.156
8 C 1.6092 1.7606 -5.1879  C7 1.610, C9 1.622, H54 1.161, H55 1.150
9 C 0.8343 1.2413 -6.5153  C8 1.622, C10 1.630, H56 1.152, H57 1.163
10 C -0.7651 1.0140 -6.3012  C9 1.630, C11 1.628, H58 1.164, H59 1.145
11 C -1.0826 -0.5777 -6.1711  C10 1.628, C12 1.639, H60 1.151, H61 1.164
12 C -1.8472 -0.9549 -4.7716  C11 1.639, C13 1.643, H62 1.162, H63 1.144
13 C -3.4512 -0.6641 -4.9763  C12 1.643, C14 1.607, H64 1.139, H65 1.164
14 C -4.0121 0.3892 -3.9003  C13 1.607, C15 1.595, H66 1.165, H67 1.164
15 C -5.4501 0.1174 -3.2653  C14 1.595, C16 1.641, O21 1.442, C26 1.659
16 C -5.6636 -1.4707 -2.9100  C15 1.641, C17 1.600, H68 1.165, H69 1.162
17 C -4.4203 -2.1617 -2.1763  C16 1.600, C18 1.630, H70 1.161, H71 1.164
18 C -3.7714 -3.4076 -3.0040  C17 1.630, O19 1.279, O20 1.430
19 O -2.5346 -3.6766 -2.8190  C18 1.279
20 O -4.5135 -4.2442 -3.8953  C18 1.430, H72 0.989
21 O -6.6186 0.4384 -4.0476  C15 1.442, C22 1.413
22 C -6.4358 0.9079 -5.3675  O21 1.413, N23 1.535, H73 1.168, H74 1.159
23 N -6.2333 -0.1930 -6.4174  C22 1.535, C24 1.310
24 C -6.1888 0.4214 -7.5738  N23 1.310, O25 1.252
25 O -6.1276 1.1079 -8.6192  C24 1.252
26 C -5.6561 1.0168 -1.8865  C15 1.659, C27 1.641, O31 1.429, C36 1.602
27 C -5.3304 2.5433 -2.3945  C26 1.641, O28 1.447, H75 1.144, H76 1.163
28 O -5.8792 3.5941 -1.5648  C27 1.447, N29 1.350
29 N -5.9264 4.7815 -2.2051  O28 1.350, O30 1.209
30 O -5.9476 5.6389 -1.3530  N29 1.209
31 O -4.6375 0.7050 -0.9346  C26 1.429, C32 1.441
32 C -4.7103 1.4001 0.3258  O31 1.441, B33 1.659, H77 1.145, H78 1.166
33 B -3.3296 2.2324 0.7155  C32 1.659, C34 1.625, O35 1.469
34 C -2.7060 3.4507 -0.1611  B33 1.625, H79 1.167, H80 1.147, H81 1.160
35 O -2.5825 1.8348 1.9163  B33 1.469, H82 0.997
36 C -7.1806 0.9176 -1.4037  C26 1.602, Cl37 1.863, C38 1.449
37 Cl -8.5463 2.0030 -2.0580  C36 1.863
38 C -7.6937 -0.0372 -0.4417  C36 1.449, C39 1.630, Cl40 1.819
39 C -9.2609 -0.0661 0.0040  C38 1.630, H83 1.145, H84 1.157, H85 1.161
40 Cl -6.6460 -1.3045 0.3355  C38 1.819
41 H 1.3200 0.3410 0.4471  C1 1.164
42 H 2.3933 1.7647 1.1378  C1 1.146
43 H 2.3877 0.0957 1.9462  C1 1.165
44 H 4.7299 1.6294 0.6573  C3 1.164
45 H 5.2261 0.6466 -0.8373  C3 1.149
46 H 2.8192 2.9027 -0.6636  C4 1.162
47 H 4.5613 3.1753 -1.3396  C4 1.155
48 H 4.0123 1.2035 -3.1292  C5 1.156
49 H 3.2049 2.9468 -3.2907  C5 1.144
50 H 1.2092 1.7303 -1.7331  C6 1.162
51 H 2.0013 0.1162 -2.1318  C6 1.158
52 H -0.0701 1.5132 -3.6289  C7 1.163
53 H 0.7785 -0.0449 -4.1362  C7 1.156
54 H 2.7294 1.5043 -5.3559  C8 1.161
55 H 1.4183 2.8924 -5.1120  C8 1.150
56 H 1.3826 0.2898 -6.8621  C9 1.152
57 H 1.0109 2.0238 -7.3578  C9 1.163
58 H -1.2562 1.4005 -7.2834  C10 1.164
59 H -1.2125 1.6477 -5.4587  C10 1.145
60 H -0.1255 -1.1968 -6.3309  C11 1.151
61 H -1.7663 -0.8297 -7.0789  C11 1.164
62 H -1.7185 -2.1064 -4.6782  C12 1.162
63 H -1.3994 -0.3774 -3.8912  C12 1.144
64 H -4.0176 -1.6474 -5.0796  C13 1.139
65 H -3.5128 -0.1507 -6.0191  C13 1.164
66 H -3.2281 0.4044 -3.0390  C14 1.165
67 H -3.8853 1.4320 -4.4028  C14 1.164
68 H -5.7806 -2.0031 -3.9394  C16 1.165
69 H -6.6907 -1.6544 -2.3987  C16 1.162
70 H -3.5458 -1.4417 -1.9212  C17 1.161
71 H -4.7122 -2.6305 -1.1519  C17 1.164
72 H -4.7319 -5.0727 -3.4007  O20 0.989
73 H -7.4604 1.3723 -5.6809  C22 1.168
74 H -5.6987 1.7910 -5.5123  C22 1.159
75 H -5.6424 2.7367 -3.4777  C27 1.144
76 H -4.1732 2.6600 -2.3696  C27 1.163
77 H -5.6012 2.1011 0.4837  C32 1.145
78 H -4.7959 0.5896 1.1591  C32 1.166
79 H -2.3732 2.9833 -1.1776  C34 1.167
80 H -3.4460 4.2842 -0.4321  C34 1.147
81 H -1.7257 3.8580 0.3074  C34 1.160
82 H -1.6591 1.6116 1.6152  O35 0.997
83 H -9.4161 -0.7243 0.9275  C39 1.145
84 H -9.9069 -0.5257 -0.8382  C39 1.157
85 H -9.6498 0.9974 0.2587  C39 1.161
86 O 6.2184 -1.4487 0.4654  C87 1.218
87 C 6.6236 -1.2668 1.5999  O86 1.218, C88 1.468, C94 1.491
88 C 8.0371 -1.0038 1.8958  C87 1.468, C89 1.334, H96 1.082
89 C 8.4473 -0.8262 3.1529  C88 1.334, O90 1.367, C91 1.490
90 O 9.7600 -0.5782 3.4415  C89 1.367, H97 0.979
91 C 7.4949 -0.8907 4.2968  C89 1.490, O92 1.220, C93 1.467
92 O 7.9084 -0.7418 5.4348  C91 1.220
93 C 6.0785 -1.1294 4.0004  C91 1.467, C94 1.335, H98 1.082
94 C 5.6658 -1.3037 2.7422  C87 1.491, C93 1.335, O95 1.364
95 O 4.3504 -1.5231 2.4551  C94 1.364, H99 0.980
96 H 8.7191 -0.9618 1.0566  C88 1.082
97 H 9.8001 -0.4894 4.4155  O90 0.979
98 H 5.3950 -1.1559 4.8388  C93 1.082
99 H 4.3070 -1.6181 1.4806  O95 0.980
100 O 16.1233 -3.8166 1.5323  C101 1.220
101 C 15.2366 -3.2925 2.1859  O100 1.220, C102 1.467, C108 1.491
102 C 13.8808 -3.1009 1.6596  C101 1.467, C103 1.335, H110 1.082
103 C 12.9404 -2.5078 2.3990  C102 1.335, O104 1.366, C105 1.493
104 O 11.6745 -2.3276 1.9182  C103 1.366, H111 0.979
105 C 13.2329 -2.0178 3.7785  C103 1.493, O106 1.220, C107 1.467
106 O 12.3577 -1.4635 4.4222  C105 1.220
107 C 14.5825 -2.2315 4.3126  C105 1.467, C108 1.335, H112 1.082
108 C 15.5202 -2.8277 3.5735  C101 1.491, C107 1.335, O109 1.364
109 O 16.7783 -3.0347 4.0592  C108 1.364, H113 0.978
110 H 13.6838 -3.4589 0.6580  C102 1.082
111 H 11.1808 -1.8772 2.6341  O104 0.979
112 H 14.7764 -1.8877 5.3201  C107 1.082
113 H 17.2659 -3.4786 3.3369  O109 0.978
114 O -9.7044 -7.9948 1.0552  C115 1.219
115 C -8.8221 -7.6656 0.2811  O114 1.219, C116 1.468, C122 1.491
116 C -7.6509 -8.5102 0.0185  C115 1.468, C117 1.334, H124 1.082
117 C -6.6978 -8.1068 -0.8239  C116 1.334, O118 1.364, C119 1.489
118 O -5.6039 -8.8797 -1.0808  C117 1.364, H125 0.978
119 C -6.7829 -6.7942 -1.5212  C117 1.489, O120 1.220, C121 1.466
120 O -5.8812 -6.4522 -2.2690  C119 1.220
121 C -7.9635 -5.9596 -1.2784  C119 1.466, C122 1.335, H126 1.082
122 C -8.9199 -6.3633 -0.4388  C115 1.491, C121 1.335, O123 1.364
123 O -10.0248 -5.5989 -0.2052  C122 1.364, H127 0.978
124 H -7.5998 -9.4604 0.5333  C116 1.082
125 H -5.0676 -8.3664 -1.7177  O118 0.978
126 H -8.0204 -5.0161 -1.8053  C121 1.082
127 H -10.5612 -6.1066 0.4361  O123 0.978
128 O 1.1590 4.0776 2.0729  C129 1.221
129 C 1.5626 4.2606 3.2104  O128 1.221, C130 1.467, C136 1.490
130 C 2.9740 4.5229 3.5109  C129 1.467, C131 1.334, H138 1.082
131 C 3.3791 4.7017 4.7697  C130 1.334, O132 1.365, C133 1.490
132 O 4.6886 4.9493 5.0631  C131 1.365, H139 0.978
133 C 2.4212 4.6386 5.9097  C131 1.490, O134 1.220, C135 1.466
134 O 2.8293 4.7887 7.0498  C133 1.220
135 C 1.0064 4.3999 5.6068  C133 1.466, C136 1.334, H140 1.082
136 C 0.6008 4.2247 4.3478  C129 1.490, C135 1.334, O137 1.364
137 O -0.7119 4.0048 4.0506  C136 1.364, H141 0.978
138 H 3.6591 4.5641 2.6744  C130 1.082
139 H 4.7242 5.0391 6.0364  O132 0.978
140 H 0.3185 4.3742 6.4418  C135 1.082
141 H -0.7455 3.9085 3.0780  O137 0.978
142 O 2.1131 12.3316 6.0465  C143 1.219
143 C 1.8935 11.1890 5.6820  O142 1.219, C144 1.467, C150 1.491
144 C 0.8160 10.3745 6.2550  C143 1.467, C145 1.335, H152 1.082
145 C 0.6173 9.1212 5.8413  C144 1.335, O146 1.365, C147 1.490
146 O -0.3828 8.3539 6.3640  C145 1.365, H153 0.978
147 C 1.4775 8.5047 4.7922  C145 1.490, O148 1.221, C149 1.467
148 O 1.2788 7.3496 4.4510  C147 1.221
149 C 2.5393 9.3262 4.2020  C147 1.467, C150 1.335, H154 1.082
150 C 2.7362 10.5809 4.6130  C143 1.491, C149 1.335, O151 1.364
151 O 3.7183 11.3568 4.0712  C150 1.364, H155 0.978
152 H 0.2004 10.8332 7.0172  C144 1.082
153 H -0.3179 7.4933 5.9037  O146 0.978
154 H 3.1450 8.8721 3.4288  C149 1.082
155 H 3.6572 12.2153 4.5358  O151 0.978
156 O -0.7522 -9.5739 2.7734  C157 1.220
157 C -1.3485 -8.7253 2.1315  O156 1.220, C158 1.468, C164 1.491
158 C -0.6549 -7.7506 1.2812  C157 1.468, C159 1.336, H166 1.082
159 C -1.3418 -6.8255 0.6061  C158 1.336, O160 1.364, C161 1.490
160 O -0.7094 -5.9156 -0.1899  C159 1.364, H167 0.979
161 C -2.8273 -6.7464 0.6930  C159 1.490, O162 1.221, C163 1.467
162 O -3.4234 -5.8770 0.0777  C161 1.221
163 C -3.5220 -7.7355 1.5238  C161 1.467, C164 1.334, H168 1.082
164 C -2.8368 -8.6625 2.1958  C157 1.491, C163 1.334, O165 1.364
165 O -3.4715 -9.5898 2.9696  C164 1.364, H169 0.978
166 H 0.4236 -7.8182 1.2292  C158 1.082
167 H -1.4208 -5.3575 -0.5660  O160 0.979
168 H -4.6018 -7.6768 1.5630  C163 1.082
169 H -2.7594 -10.1427 3.3489  O165 0.978